Entry 1:
Formula: C57H59N6O4
Source: OMol25
Level of theory: the ωB97M-V functional and the def2-TZVPD basis

- Kohn-Sham gap (eV) = 2.07
- total charge = +1
- spin multiplicity = 1
- HOMO level (eV) = -7.380

```
126
C57H59N6O4, DFT the ωB97M-V functional and the def2-TZVPD basis
C -5.418 8.673 -0.992
N -5.185 7.254 -0.853
C -6.216 6.382 -0.632
O -7.397 6.685 -0.483
C -5.628 4.975 -0.637
C -6.187 4.133 -1.788
C -7.663 3.849 -1.641
C -8.549 4.116 -2.689
C -9.924 3.952 -2.497
C -10.405 3.476 -1.268
C -9.510 3.159 -0.239
C -8.138 3.331 -0.433
N -4.191 5.228 -0.756
C -3.314 4.204 -0.778
C -1.945 4.379 -0.934
C -0.967 3.394 -0.813
C 0.424 3.701 -0.928
C 1.399 2.712 -0.605
C 2.752 2.949 -0.704
C 3.201 4.232 -1.080
N 4.579 4.524 -1.242
O 4.881 5.702 -1.554
O 5.442 3.637 -1.081
C 2.280 5.256 -1.349
C 0.925 4.990 -1.320
C -3.863 6.651 -0.990
C -3.323 6.882 -2.411
C -2.930 7.252 0.076
H -6.494 8.858 -0.918
H -4.894 9.231 -0.205
H -5.052 9.025 -1.965
H -5.837 4.484 0.327
H -6.005 4.677 -2.728
H -5.617 3.191 -1.854
H -8.150 4.480 -3.641
H -10.614 4.195 -3.307
H -11.477 3.348 -1.115
H -9.866 2.779 0.720
H -7.420 3.089 0.354
H -3.747 3.210 -0.603
H -1.617 5.392 -1.139
H -1.284 2.391 -0.525
H 1.034 1.735 -0.282
H 3.482 2.174 -0.494
H 2.662 6.243 -1.596
H 0.245 5.793 -1.610
H -4.082 6.582 -3.148
H -3.078 7.943 -2.548
H -2.421 6.294 -2.604
H -3.446 7.263 1.045
H -2.005 6.682 0.186
H -2.674 8.281 -0.205
C -2.980 -3.296 2.773
C -1.502 -3.340 2.539
C -0.757 -2.161 2.545
C 0.607 -2.158 2.229
C 1.366 -0.865 2.142
C 1.211 -3.387 1.956
N 2.547 -3.389 1.445
C 3.693 -3.167 2.202
C 3.691 -2.691 3.573
C 4.718 -1.782 3.904
C 4.654 -1.087 5.107
C 3.639 -1.382 6.027
C 2.733 -2.422 5.777
C 2.751 -3.082 4.552
N 4.769 -3.445 1.513
N 4.324 -3.970 0.306
C 5.311 -4.636 -0.487
C 6.151 -5.586 0.143
C 6.069 -5.978 1.583
C 7.091 -6.249 -0.652
C 7.179 -6.036 -2.028
C 8.154 -6.854 -2.825
C 6.388 -5.038 -2.607
C 5.522 -4.260 -1.831
C 4.882 -3.058 -2.443
C 2.979 -3.868 0.224
C 2.149 -4.385 -0.857
O 2.685 -5.057 -1.758
C 0.678 -4.118 -0.897
C -0.254 -5.241 -1.120
C 0.247 -2.777 -1.021
C 1.159 -1.724 -1.299
C 0.705 -0.439 -1.586
C -0.657 -0.138 -1.483
C -1.575 -1.134 -1.110
C -1.143 -2.442 -0.941
C 0.534 -4.600 2.080
C 1.243 -5.914 1.895
C -0.848 -4.557 2.315
H -3.399 -4.304 2.770
H -3.215 -2.831 3.736
H -3.491 -2.707 2.003
H -1.236 -1.204 2.764
H 2.142 -0.876 1.364
H 0.669 -0.057 1.880
H 1.843 -0.606 3.101
H 5.504 -1.618 3.168
H 5.399 -0.320 5.317
H 3.567 -0.814 6.955
H 2.001 -2.716 6.530
H 2.047 -3.887 4.332
H 7.042 -6.378 1.892
H 5.837 -5.141 2.246
H 5.335 -6.781 1.733
H 7.771 -6.969 -0.187
H 7.948 -6.792 -3.897
H 9.185 -6.515 -2.657
H 8.105 -7.909 -2.527
H 6.463 -4.845 -3.680
H 5.546 -2.635 -3.209
H 3.941 -3.321 -2.939
H 4.695 -2.266 -1.711
H -1.023 -4.930 -1.842
H 0.260 -6.125 -1.521
H -0.773 -5.523 -0.187
H 2.226 -1.963 -1.352
H 1.423 0.320 -1.911
H -1.013 0.863 -1.733
H -2.638 -0.895 -0.993
H -1.861 -3.243 -0.736
H 0.586 -6.712 2.270
H 1.446 -6.148 0.836
H 2.193 -5.958 2.451
H -1.408 -5.497 2.329
```

---

Entry 2:
Formula: C15H35N5O5Tl
Source: OMol25
Level of theory: the ωB97M-V functional and the def2-TZVPD basis

- Kohn-Sham gap (eV) = 2.85
- total charge = +3
- spin multiplicity = 1
- HOMO level (eV) = -17.571

```
61
C15H35N5O5Tl, DFT the ωB97M-V functional and the def2-TZVPD basis
Tl -1.963 -0.113 0.413
C -0.630 1.364 4.673
C 0.137 0.639 3.607
O -0.152 0.576 2.415
N 1.251 0.010 4.063
C 2.104 -0.810 3.236
H -0.127 2.286 4.978
H -0.770 0.734 5.548
H -1.587 1.727 4.305
H 1.592 0.177 5.002
H 3.114 -0.950 3.614
H 2.308 -0.328 2.274
H 1.561 -1.748 3.073
C -1.692 -3.930 -3.217
C -1.816 -2.480 -2.841
O -1.616 -2.076 -1.678
N -2.142 -1.578 -3.791
C -2.638 -1.844 -5.140
H -0.996 -4.447 -2.564
H -1.490 -4.070 -4.274
H -2.663 -4.400 -3.022
H -2.278 -0.654 -3.404
H -2.625 -0.883 -5.647
H -3.645 -2.261 -5.086
H -1.977 -2.510 -5.691
C 1.910 -3.053 -0.807
C 1.008 -2.956 0.404
O 0.304 -1.954 0.584
N 1.008 -4.027 1.206
C 0.136 -4.242 2.333
H 2.553 -2.180 -0.935
H 1.276 -3.123 -1.691
H 2.611 -3.888 -0.792
H 1.842 -4.598 1.156
H 0.550 -3.873 3.277
H -0.209 -5.259 2.506
H -0.770 -3.648 2.183
C 2.179 2.354 0.246
C 1.697 1.356 -0.746
O 0.679 0.673 -0.508
N 2.398 1.215 -1.866
C 1.941 0.366 -2.959
H 1.409 2.708 0.922
H 2.567 3.199 -0.332
H 3.028 1.990 0.830
H 3.230 1.768 -2.007
H 1.618 -0.586 -2.528
H 2.660 0.194 -3.748
H 0.985 0.729 -3.349
C -0.850 4.348 -1.291
C -1.284 3.957 0.116
O -1.344 2.760 0.445
N -1.581 4.971 0.941
C -2.227 4.841 2.228
H -1.150 5.353 -1.579
H -1.244 3.605 -1.981
H 0.237 4.307 -1.399
H -1.403 5.885 0.548
H -1.546 4.313 2.902
H -3.135 4.247 2.164
H -2.347 5.820 2.678
```